w) Density functional theory data (ωB97M-V/def2-TZVPD) for a structure of composition C9H9Cl5O3PS3SbSr.

Last column: Mulliken charge in e.
Cartesian coordinates (Å):
Sr: -0.45 0.34 -1.46  0.783
S: 1.07 -0.87 3.26  -0.408
Sb: -0.69 -0.32 1.71  1.118
S: 0.23 1.90 0.59  -0.803
S: -0.52 -1.99 0.01  -0.745
Cl: -4.15 -0.23 3.45  -0.249
C: -2.70 -0.59 4.34  0.422
C: -1.54 -0.85 3.65  -0.958
C: -0.35 -1.12 4.32  0.238
Cl: -0.26 -3.98 4.39  -0.791
C: -0.29 -0.97 5.70  0.349
Cl: 1.21 -1.11 6.51  -0.204
C: -1.47 -0.75 6.40  0.361
Cl: -1.44 -0.67 8.13  -0.214
C: -2.69 -0.58 5.73  0.073
Cl: -4.15 -0.35 6.62  -0.218
C: 1.48 -0.23 -5.52  -0.600
O: 2.51 0.36 -4.73  -0.358
P: 2.09 1.23 -3.42  0.720
O: 2.58 2.71 -3.80  -0.375
C: 1.64 3.65 -4.30  -0.682
O: 3.29 0.89 -2.43  -0.357
C: 3.11 -0.18 -1.49  0.005
H: 0.89 0.53 -6.05  0.301
H: 0.82 -0.86 -4.92  0.258
H: 1.97 -0.86 -6.26  0.231
H: 2.05 4.64 -4.10  0.232
H: 0.68 3.57 -3.79  0.309
H: 1.51 3.53 -5.37  0.278
H: 3.36 -1.14 -1.95  0.262
H: 2.09 -0.21 -1.10  -0.170
H: 3.76 0.01 -0.65  0.191

Values from the calculation:
- gap between HOMO and LUMO (spin up / spin down) (eV) = 4.34 / 4.39
- multiplicity = 2
- expectation value of S² = 0.76
- net charge = -1
- lowest unoccupied orbital energy (spin up / spin down) (Eh) = 0.0233 / 0.0234

---

x) Density functional theory data (ωB97M-V/def2-TZVPD) for a structure of composition C9H9Cl5O3PS3SbSr.

Last column: Mulliken charge in e.
Cartesian coordinates (Å):
Sr: -0.19 -1.03 0.17  1.316
S: 0.66 -1.53 2.95  -0.550
Sb: 1.88 0.50 2.41  0.443
S: 0.36 1.67 1.04  -0.780
S: 2.70 -1.22 0.90  -0.499
Cl: -0.63 -4.27 -2.19  -0.219
C: -2.18 -3.50 -1.88  0.897
C: -2.19 -2.38 -1.07  -2.451
C: -3.44 -1.81 -0.88  1.811
Cl: -3.51 -0.37 0.13  -0.272
C: -4.62 -2.30 -1.43  -0.524
Cl: -6.14 -1.53 -1.14  -0.201
C: -4.55 -3.43 -2.25  0.719
Cl: -5.99 -4.07 -2.96  -0.207
C: -3.32 -4.04 -2.48  -0.450
Cl: -3.23 -5.44 -3.50  -0.201
C: 2.54 1.29 -2.18  -0.378
O: 2.59 0.05 -2.90  -0.478
P: 1.35 -0.96 -2.78  1.058
O: 0.53 -0.53 -4.11  -0.590
C: -0.70 -1.22 -4.35  -0.392
O: 2.04 -2.31 -3.35  -0.414
C: 2.73 -3.15 -2.43  -0.560
H: 3.57 1.59 -2.01  0.215
H: 2.04 1.18 -1.22  0.152
H: 2.03 2.04 -2.78  0.242
H: -1.24 -0.66 -5.11  0.294
H: -1.32 -1.27 -3.45  0.087
H: -0.51 -2.23 -4.71  0.259
H: 2.56 -4.19 -2.73  0.240
H: 2.37 -3.01 -1.41  0.189
H: 3.79 -2.93 -2.46  0.244

Values from the calculation:
- gap between HOMO and LUMO (spin up / spin down) (eV) = 7.29 / 6.64
- multiplicity = 2
- expectation value of S² = 0.76
- net charge = -1
- lowest unoccupied orbital energy (spin up / spin down) (Eh) = 0.0855 / 0.0555

---

Least stable = w)

---

w) Density functional theory data (ωB97M-V/def2-TZVPD) for an isolated molecule of C6H15NS.

Last column: Mulliken charge in e.
Cartesian coordinates (Å):
C: 3.30 -1.98 -0.68  -1.241
C: 2.39 -0.76 -0.37  0.185
C: 2.43 0.25 -1.53  -1.267
N: 1.04 -1.19 -0.04  -0.363
C: 0.29 -0.37 0.90  -0.598
C: -1.19 -0.26 0.50  -0.725
C: -1.63 1.19 0.38  -0.731
S: -3.43 1.32 0.57  -0.255
H: 3.99 -1.73 -1.49  0.330
H: 3.94 -2.22 0.17  0.294
H: 2.68 -2.83 -0.93  0.340
H: 2.83 -0.30 0.50  0.348
H: 1.61 0.96 -1.38  0.303
H: 2.30 -0.23 -2.49  0.365
H: 3.36 0.82 -1.43  0.372
H: 0.54 -1.55 -0.84  0.269
H: 0.71 0.64 0.90  0.430
H: 0.38 -0.79 1.90  0.212
H: -1.90 -0.84 1.10  0.483
H: -1.39 -0.80 -0.44  0.341
H: -1.27 1.67 -0.52  0.383
H: -1.18 1.81 1.16  0.410
H: -3.48 2.64 0.76  0.117

Values from the calculation:
- gap between HOMO and LUMO (eV) = 9.32
- multiplicity = 1
- SMILES = CC(C)NCCCS
- net charge = 0
- lowest unoccupied orbital energy (Eh) = 0.0349

---

x) Density functional theory data (ωB97M-V/def2-TZVPD) for an isolated molecule of C6H15NS.

Last column: Mulliken charge in e.
Cartesian coordinates (Å):
C: -2.01 0.98 -2.23  -1.314
C: -0.89 1.21 -1.20  0.143
C: -1.39 1.20 0.26  -0.792
N: -0.35 0.59 1.14  -0.355
C: -0.24 -0.88 1.05  -0.663
C: 1.04 -1.33 0.33  -0.600
C: 2.29 -1.23 1.15  -0.671
S: 3.78 -1.65 0.21  -0.257
H: -2.66 0.16 -1.94  0.365
H: -1.55 0.93 -3.21  0.352
H: -2.67 1.85 -2.24  0.330
H: -0.12 0.48 -1.42  0.004
H: -0.45 2.20 -1.36  0.255
H: -2.29 0.57 0.29  0.347
H: -1.44 2.21 0.65  0.368
H: -0.62 0.85 2.08  0.238
H: -0.31 -1.24 2.08  0.518
H: -1.13 -1.24 0.51  0.248
H: 1.11 -0.76 -0.59  0.211
H: 0.72 -2.30 0.02  0.396
H: 2.17 -1.60 2.18  0.404
H: 2.40 -0.16 1.35  0.351
H: 4.62 -0.84 0.87  0.122

Values from the calculation:
- gap between HOMO and LUMO (eV) = 9.95
- multiplicity = 1
- SMILES = CCCNCCCS
- net charge = 0
- lowest unoccupied orbital energy (Eh) = 0.0380

---

Least stable = x)

---

w) Density functional theory data (ωB97M-V/def2-TZVPD) for an isolated molecule of C6H15NS.

Last column: Mulliken charge in e.
Cartesian coordinates (Å):
C: 1.16 1.86 2.20  -1.232
C: 0.56 0.47 1.94  -0.482
N: -0.06 0.45 0.61  0.190
C: -1.38 1.02 0.58  -1.218
C: -0.07 -0.90 0.03  -1.019
C: 0.42 -0.79 -1.44  -0.419
C: -0.02 -1.99 -2.30  -0.543
S: -0.18 -1.41 -4.04  -0.221
H: 0.33 2.56 2.18  0.305
H: 1.65 1.92 3.17  0.414
H: 1.89 2.10 1.44  0.281
H: -0.12 0.18 2.75  0.351
H: 1.37 -0.25 1.91  0.357
H: -1.90 0.79 -0.35  0.381
H: -2.00 0.77 1.46  0.386
H: -1.35 2.11 0.63  0.317
H: -1.07 -1.36 0.05  0.361
H: 0.55 -1.57 0.61  0.437
H: -0.11 0.08 -1.79  0.303
H: 1.48 -0.56 -1.49  0.242
H: 0.72 -2.77 -2.41  0.337
H: -0.95 -2.39 -1.91  0.365
H: -0.91 -0.32 -3.80  0.105

Values from the calculation:
- gap between HOMO and LUMO (eV) = 9.50
- multiplicity = 1
- SMILES = CCN(C)CCCS
- net charge = 0
- lowest unoccupied orbital energy (Eh) = 0.0352

---

x) Density functional theory data (ωB97M-V/def2-TZVPD) for a cluster of 3 separate species, C6H15NS in total.

Last column: Mulliken charge in e.
Cartesian coordinates (Å):
C: 0.06 -0.96 1.40  -0.634
C: 1.10 -1.80 0.50  -0.606
C: 1.84 -0.80 -0.43  -0.287
S: 3.05 0.23 0.50  -0.216
C: -1.39 -1.05 0.90  -0.510
N: -1.47 -0.59 -0.49  -0.209
C: -1.96 0.76 -0.55  -0.279
C: -0.94 1.88 -0.82  -0.864
H: 0.45 0.05 1.57  0.374
H: 0.08 -1.53 2.40  0.292
H: 1.89 -2.30 1.12  0.347
H: 0.53 -2.62 0.07  0.339
H: 1.28 0.00 -0.98  -0.126
H: 2.54 -1.31 -1.13  0.308
H: 1.76 1.79 -1.34  -0.379
H: -1.92 -0.44 1.75  0.173
H: -1.66 -2.03 1.12  0.491
H: 1.63 2.30 -2.06  0.371
H: -2.71 0.88 -1.41  0.347
H: -2.40 1.12 0.41  0.247
H: -0.36 1.65 -1.79  0.189
H: -1.19 2.94 -0.77  0.401
H: -0.20 1.83 0.04  0.232

Values from the calculation:
- gap between HOMO and LUMO (eV) = 3.45
- multiplicity = 1
- net charge = 0
- lowest unoccupied orbital energy (Eh) = -0.1368

---

Least stable = x)

---

w) Density functional theory data (ωB97M-V/def2-TZVPD) for a cluster of 2 separate species, C26H28N2O in total.

Last column: Mulliken charge in e.
Cartesian coordinates (Å):
C: 0.04 -2.75 2.72  -0.860
N: 1.30 -2.02 2.64  0.066
C: 1.52 -0.65 2.65  0.108
C: 0.46 0.35 2.77  0.685
C: -0.92 -0.07 2.69  -0.969
C: -1.86 0.31 3.60  -0.240
C: -3.22 -0.15 3.63  0.938
C: -4.04 0.17 4.73  -0.573
C: -5.34 -0.27 4.79  -0.544
C: -5.87 -1.03 3.77  -0.428
C: -5.08 -1.37 2.68  -0.760
C: -3.77 -0.94 2.61  -0.223
O: 0.72 1.54 3.03  -0.767
N: 2.89 -0.47 2.69  0.386
C: 3.67 0.82 2.71  1.659
C: 5.18 0.52 2.68  -2.182
C: 3.34 1.60 3.99  -1.606
C: 3.27 1.63 1.48  -1.579
C: 3.49 -1.72 2.69  -0.162
C: 2.52 -2.66 2.66  -0.964
H: 0.21 -3.82 2.82  0.343
H: -0.53 -2.41 3.58  0.362
H: -0.55 -2.59 1.81  0.360
H: -1.21 -0.73 1.89  0.796
H: -1.53 0.92 4.41  0.397
H: -3.63 0.75 5.54  0.383
H: -5.95 -0.01 5.64  0.384
H: -6.89 -1.37 3.81  0.397
H: -5.48 -1.98 1.89  0.398
H: -3.17 -1.23 1.77  0.235
H: 5.46 -0.04 1.80  0.475
H: 5.76 1.44 2.68  0.401
H: 5.48 -0.05 3.56  0.492
H: 2.28 1.80 4.05  0.392
H: 3.62 1.03 4.88  0.399
H: 3.87 2.55 4.00  0.435
H: 2.20 1.83 1.49  0.392
H: 3.80 2.58 1.46  0.423
H: 3.51 1.09 0.57  0.391
H: 4.55 -1.91 2.71  0.459
H: 2.66 -3.73 2.68  0.409
C: -3.14 4.11 -0.16  -1.254
C: -3.52 2.85 0.29  -0.446
C: -2.48 1.95 0.11  -0.770
C: -1.39 2.65 -0.48  0.293
C: -1.81 4.00 -0.65  0.580
C: -0.95 4.94 -1.22  -0.478
C: 0.31 4.52 -1.61  -0.498
C: 0.73 3.20 -1.44  -0.694
C: -0.11 2.26 -0.88  -0.394
H: -3.73 5.01 -0.14  0.413
H: -4.48 2.62 0.73  0.440
H: -2.49 0.90 0.36  0.478
H: -1.27 5.96 -1.35  0.393
H: 0.99 5.24 -2.05  0.367
H: 1.72 2.91 -1.75  0.399
H: 0.20 1.24 -0.75  0.461

Values from the calculation:
- gap between HOMO and LUMO (eV) = 2.68
- multiplicity = 1
- net charge = 0
- lowest unoccupied orbital energy (Eh) = -0.0666

---

x) Density functional theory data (ωB97M-V/def2-TZVPD) for a cluster of 2 separate species, C26H28N2O in total.

Last column: Mulliken charge in e.
Cartesian coordinates (Å):
C: -7.02 2.05 -1.89  -1.383
C: -5.55 1.85 -1.71  0.865
C: -5.03 0.55 -1.64  -0.381
C: -3.68 0.32 -1.49  -0.328
C: -2.73 1.41 -1.34  -0.140
O: -1.50 1.22 -1.09  -0.696
C: -3.31 2.74 -1.46  -0.792
C: -4.66 2.94 -1.61  -0.328
H: -7.26 3.11 -1.94  0.313
H: -7.36 1.57 -2.82  0.296
H: -7.58 1.60 -1.07  0.292
H: -5.73 -0.29 -1.72  0.308
H: -3.29 -0.70 -1.44  0.412
H: -2.62 3.57 -1.39  0.337
H: -5.06 3.95 -1.66  0.214
C: -0.74 -2.61 5.77  -0.954
N: -1.28 -1.89 4.64  0.058
C: -2.70 -1.57 4.59  -0.658
C: -2.86 -0.84 3.23  -0.709
C: -1.49 -0.80 2.66  1.215
C: -0.59 -1.42 3.57  0.786
C: 0.79 -1.47 3.30  -1.225
C: 1.26 -0.87 2.15  -1.206
C: 0.37 -0.38 1.12  -0.034
C: 0.75 0.06 -0.17  -0.463
C: 2.02 -0.11 -0.79  0.161
C: 2.27 0.63 -1.99  -1.087
C: 3.50 0.59 -2.60  1.090
C: 4.55 -0.18 -2.02  0.804
N: 5.69 -0.04 -2.75  0.057
C: 6.97 -0.61 -2.45  -0.944
C: 5.51 0.80 -3.92  -0.695
C: 4.02 1.24 -3.84  -0.775
C: 4.33 -0.96 -0.87  -1.154
C: 3.06 -1.00 -0.33  -1.035
C: -1.02 -0.31 1.47  -0.971
H: 0.32 -2.83 5.59  0.287
H: -0.83 -2.02 6.69  0.306
H: -1.29 -3.55 5.91  0.303
H: -3.30 -2.48 4.64  0.329
H: -2.99 -0.93 5.43  0.321
H: -3.56 -1.38 2.59  0.280
H: -3.27 0.17 3.39  0.272
H: 1.46 -1.95 4.01  0.205
H: 2.33 -0.76 2.02  0.993
H: 0.04 0.59 -0.77  1.095
H: 1.47 1.25 -2.40  0.568
H: 6.95 -1.11 -1.47  0.287
H: 7.27 -1.34 -3.21  0.300
H: 7.74 0.18 -2.43  0.304
H: 6.19 1.66 -3.89  0.334
H: 5.72 0.23 -4.84  0.325
H: 3.49 0.90 -4.74  0.272
H: 3.95 2.33 -3.80  0.288
H: 5.16 -1.53 -0.44  0.195
H: 2.84 -1.72 0.45  0.946
H: -1.71 0.14 0.76  0.543

Values from the calculation:
- gap between HOMO and LUMO (eV) = 3.92
- multiplicity = 1
- net charge = 0
- lowest unoccupied orbital energy (Eh) = -0.0495

---

Least stable = w)